Record 1
Here is a 16-piece molecular cluster, CH33O16 overall in a non-equilibrium geometry from OMol25. Energies are from ωB97M-V with the def2-TZVPD basis set.

```
50
Properties=species:S:1:pos:R:3:lowdin_charge:R:1
H 0.846 -0.404 -2.091 0.0355
H 0.126 2.137 -1.444 -0.0251
H -2.077 2.927 -0.773 -0.0091
H -2.773 0.305 0.067 -0.0044
H -1.048 2.222 2.211 -0.0193
H 1.777 0.176 1.125 0.0097
O 2.794 2.589 -1.251 -0.0590
H 2.346 -3.396 -0.079 0.0410
H -0.530 0.641 3.381 -0.0346
H -3.605 -0.982 -0.066 0.0462
O -2.825 2.773 -0.193 -0.0790
H 0.542 1.895 0.766 -0.0432
O -1.882 1.838 2.434 -0.0278
O 3.424 -0.804 -1.112 -0.0025
H -1.173 -2.749 -2.857 0.0624
H -0.541 1.802 -2.797 0.0537
H -0.445 -2.022 -1.703 -0.0208
H -1.026 0.052 -0.808 0.0381
O 1.055 0.624 -0.563 -0.4413
H 1.322 -0.964 2.634 -0.0165
H 0.086 -0.977 -0.166 0.0550
H 3.189 0.250 1.838 0.0701
C -0.204 0.088 -0.144 -0.2264
O -3.139 -0.427 0.600 -0.0649
H -3.466 0.158 -2.433 0.0069
H 0.524 -1.610 1.593 -0.0013
H 2.250 1.897 -0.934 -0.0656
H -2.197 2.521 2.988 0.0496
O 2.226 0.353 1.979 -0.0614
H 3.737 -0.674 -0.216 0.0508
O 0.483 2.642 1.340 -0.0560
O -1.101 -2.681 -1.897 -0.0429
H 2.657 -0.311 -1.157 -0.0472
H -2.292 2.443 0.570 0.0002
H 0.364 -0.726 -3.505 -0.0208
H 1.334 3.168 1.279 0.1026
O 1.831 -2.837 -0.664 -0.0530
O -0.508 2.454 -2.069 -0.0465
O 0.660 -1.666 2.553 -0.0758
O -0.421 0.443 4.288 -0.0390
O -1.270 -4.064 0.615 -0.0607
H -2.637 -1.028 -2.306 0.0192
O 1.056 -0.914 -2.951 -0.0356
H -0.109 -0.427 4.409 -0.0064
H -0.429 0.294 0.907 0.0751
H 2.416 -2.084 -0.819 -0.0376
H -0.891 -3.574 -0.111 -0.0277
O -2.683 -0.183 -2.797 -0.0392
H -1.480 -3.465 1.330 0.0231
H 3.698 2.275 -1.007 0.0512
```

Results
net charge = -1
frontier orbital gap = 8.951 eV
HOMO = -6.51 eV
electronic energy = -34334.4128 eV

=====

Record 2
Here is C4H7O as an isolated structure in a non-equilibrium geometry from OMol25. Energies are from ωB97M-V with the def2-TZVPD basis set.

```
12
Properties=species:S:1:pos:R:3:lowdin_charge:R:1
H -1.440 -0.383 -1.207 0.1456
H -2.041 0.505 0.233 0.1365
H 0.693 -2.250 -0.032 0.1659
O -0.207 -0.213 0.532 -0.1563
H 0.337 1.565 -0.335 0.0489
H 1.051 2.140 1.520 0.2911
C 1.761 -0.210 -0.258 0.0510
C -1.443 -0.388 -0.077 -0.0128
H -2.010 -1.278 0.280 0.1392
C 0.760 0.785 0.115 -0.0675
C 0.874 -1.168 0.020 0.0832
H 2.835 -0.327 -0.620 0.1752
```

Results
net charge = +1
frontier orbital gap (alpha / beta) = 9.221 / 9.341 eV
HOMO (alpha / beta) = -14.85 / -14.58 eV
electronic energy = -6294.2860 eV